{"formula": "H3N3O3", "method": "ωB97M-V/def2-TZVPD", "homo_energy_ev": -9.1969, "charge": 0, "homo_lumo_gap_ev": 9.193, "smiles": "[H]/N=N/N=O.OO", "de_lowest_kj_mol": 677.18, "species": ["H", "N", "N", "N", "O", "O", "O", "H", "H"], "xyz": [[-2.7941, 1.1687, -0.0149], [-2.4390, 0.8410, 0.9029], [-1.2262, 0.8689, 1.0714], [-0.3760, 0.2444, 1.5069], [0.5505, 0.1152, 2.2397], [1.3747, -0.0240, -1.3645], [1.3268, -1.3772, -1.9429], [2.3508, 0.0061, -1.2133], [1.2325, -1.8431, -1.1853]], "atomic_forces_ev_per_a": [[1.0, 0.3, 0.7], [-3.1, 0.0, -0.5], [-0.8, 1.4, -1.6], [1.6, -2.3, 0.4], [1.4, 0.5, 1.0], [1.2, -1.1, -0.3], [0.4, 3.3, -3.4], [-1.0, 0.4, -0.1], [-0.6, -2.6, 3.8]]}